1.
Formula: C7H10AgBr2ClF3NO4S2
Source: the OMol25 dataset
Level of theory: ωB97M-V/def2-TZVPD

Geometry as ORCA input:
```
! wB97M-V def2-TZVPD RIJCOSX def2/J DEFGRID3
* xyz 1 2
O 3.538 -1.847 -0.439
S 2.449 -1.270 0.342
O 3.038 -0.927 1.626
C 1.971 0.197 -0.525
C 3.028 1.330 -0.366
C 2.339 2.607 0.073
Cl 1.665 2.451 1.720
N 1.330 -2.355 0.414
S 0.010 -1.973 1.340
O 0.080 -0.676 1.953
O -0.192 -3.044 2.260
C -1.402 -2.078 0.247
C -1.327 -1.155 -0.995
C -2.455 -0.154 -1.138
F -3.570 -0.672 -1.672
Br -1.792 1.202 -2.420
C -2.822 0.563 0.193
F -1.756 0.919 0.871
F -3.656 -0.164 0.926
Br -3.850 2.297 -0.150
H 1.035 0.593 -0.144
H 1.852 -0.024 -1.580
H 3.430 1.527 -1.355
H 3.801 1.029 0.330
H 3.023 3.445 0.095
H 1.527 2.813 -0.616
H -1.379 -3.102 -0.113
H -2.300 -1.984 0.844
H -0.365 -0.665 -1.006
H -1.360 -1.768 -1.889
Ag -5.891 2.885 1.175
*
```

Calculated values
Expectation value of S²: 0.76
Frontier orbital gap (spin up / spin down) (Eh): 0.2582 / 0.2257
F_max (eV/A): 2.2



2.
Formula: C21H25FN4O
Source: the OMol25 dataset
Level of theory: ωB97M-V/def2-TZVPD

Geometry as ORCA input:
```
! wB97M-V def2-TZVPD RIJCOSX def2/J DEFGRID3
* xyz 0 1
C 4.949 4.310 0.486
C 4.407 2.913 0.506
C 3.562 2.481 1.518
C 3.071 1.187 1.528
C 3.420 0.290 0.530
C 2.906 -1.125 0.529
N 2.393 -1.479 -0.786
C 2.148 -2.894 -0.974
C 0.875 -3.392 -0.277
N -0.253 -2.619 -0.767
C -1.547 -3.129 -0.348
C -1.769 -2.979 1.148
O -1.250 -3.672 1.995
N -2.557 -1.922 1.530
N -3.153 -1.094 0.669
C -3.873 -0.138 1.107
C -4.523 0.777 0.194
C -4.372 0.675 -1.191
C -5.003 1.561 -2.040
C -5.801 2.574 -1.529
C -5.969 2.701 -0.161
C -5.332 1.808 0.677
F -5.503 1.941 2.011
C -0.066 -1.207 -0.488
C 1.217 -0.729 -1.181
C 4.267 0.719 -0.485
C 4.750 2.012 -0.497
H 4.508 4.912 1.277
H 6.030 4.296 0.624
H 4.744 4.785 -0.472
H 3.280 3.165 2.307
H 2.411 0.873 2.326
H 2.167 -1.247 1.338
H 3.740 -1.803 0.741
H 3.012 -3.459 -0.620
H 2.038 -3.059 -2.051
H 0.711 -4.442 -0.526
H 0.988 -3.317 0.817
H -2.323 -2.589 -0.892
H -1.586 -4.192 -0.599
H -2.689 -1.791 2.538
H -4.026 0.028 2.178
H -3.750 -0.117 -1.576
H -4.874 1.466 -3.107
H -6.294 3.267 -2.194
H -6.584 3.479 0.264
H -0.923 -0.654 -0.879
H 0.006 -1.002 0.595
H 1.384 0.329 -0.970
H 1.098 -0.859 -2.261
H 4.530 0.026 -1.270
H 5.407 2.333 -1.294
*
```

Calculated values
SMILES: Cc1ccc(CN2CCN(CC(=O)N/N=C/c3ccccc3F)CC2)cc1
Frontier orbital gap (Eh): 0.2957
F_max (eV/A): 1.2
Relative energy (zero: lowest compared OMol25 entry of this formula, charge and spin) (kcal/mol): 31.5



3.
Formula: C6H6O
Source: the OMol25 dataset
Level of theory: ωB97M-V/def2-TZVPD

Geometry as ORCA input:
```
! wB97M-V def2-TZVPD RIJCOSX def2/J DEFGRID3
* xyz 0 1
O -1.359 1.348 0.860
C -1.065 -0.525 0.223
C 0.137 -0.507 -0.579
C 0.510 1.044 -0.643
C -0.219 1.843 0.107
C 1.250 -1.276 -0.017
C 2.150 -1.918 0.458
H -1.194 1.500 1.809
H -1.043 -0.892 1.244
H -2.035 -0.483 -0.261
H -0.061 -0.810 -1.612
H -0.091 2.917 0.221
H 2.963 -2.473 0.873
*
```

Calculated values
Frontier orbital gap (spin up / spin down) (Eh): 0.2768 / 0.2767
F_max (eV/A): 0.5
Relative energy (zero: lowest compared OMol25 entry of this formula, charge and spin) (kcal/mol): 166.0



4.
Formula: C4H8N3O
Source: the OMol25 dataset
Level of theory: ωB97M-V/def2-TZVPD

Geometry as ORCA input:
```
! wB97M-V def2-TZVPD RIJCOSX def2/J DEFGRID3
* xyz 1 1
N -2.119 0.832 -0.308
C -1.092 1.548 0.200
C 0.261 1.196 0.230
C 1.024 0.007 0.097
N 2.396 0.119 0.234
N 0.615 -1.261 -0.254
C -0.543 -1.985 -0.092
O -1.527 -1.630 0.446
H -3.048 1.223 -0.197
H -2.272 -0.098 -0.711
H -1.439 2.489 0.475
H 0.920 1.972 0.575
H 2.803 1.086 0.206
H 3.056 -0.533 0.319
H 1.377 -1.959 -0.564
H -0.414 -3.006 -0.655
*
```

Calculated values
SMILES: N/C=C\C(=[NH2+])NC=O
Frontier orbital gap (Eh): 0.3250
F_max (eV/A): 6.8
Relative energy (zero: lowest compared OMol25 entry of this formula, charge and spin) (kcal/mol): 44.3



5.
Formula: C27H18BrN6O5Rh
Source: the OMol25 dataset
Level of theory: ωB97M-V/def2-TZVPD

Geometry as ORCA input:
```
! wB97M-V def2-TZVPD RIJCOSX def2/J DEFGRID3
* xyz 0 5
Rh 14.726 11.912 8.235
O 17.826 13.405 5.783
C 17.003 13.180 6.655
O 15.754 13.039 6.504
C 17.510 12.925 8.089
C 18.806 13.047 8.545
C 19.041 12.859 9.890
C 18.001 12.621 10.766
C 16.759 12.484 10.224
N 16.593 12.706 8.963
C 15.480 12.104 11.008
O 15.603 11.752 12.173
O 14.369 12.259 10.295
H 19.513 13.284 7.749
H 20.051 12.843 10.257
H 18.138 12.548 11.795
Br 8.411 3.714 9.125
C 8.950 4.815 7.631
C 10.267 4.779 7.209
C 10.659 5.538 6.131
C 9.730 6.371 5.515
C 8.388 6.418 5.915
C 7.963 5.632 6.949
N 10.051 7.114 4.357
N 11.320 7.237 4.094
C 11.987 8.212 4.461
C 13.355 8.273 3.894
C 14.268 9.099 4.336
C 14.118 9.738 5.648
O 15.162 10.142 6.138
C 12.785 9.892 6.189
N 12.682 10.675 7.301
C 11.476 10.769 7.811
C 10.408 10.223 7.152
C 10.472 9.379 6.071
C 11.774 9.108 5.516
H 10.996 4.081 7.653
H 11.648 5.561 5.678
H 7.775 7.045 5.309
H 6.916 5.430 7.233
H 13.284 7.658 2.983
H 15.245 9.183 3.897
H 11.364 11.503 8.650
H 9.385 10.468 7.500
H 9.654 8.927 5.537
N 16.449 6.004 10.435
C 16.185 7.314 10.022
C 15.062 8.040 10.446
C 14.775 9.285 9.905
N 15.512 9.879 8.978
C 16.660 9.171 8.606
C 16.999 7.917 9.063
H 16.088 5.861 11.357
H 17.467 5.877 10.335
H 14.461 7.691 11.224
H 13.978 9.947 10.236
H 17.349 9.699 7.945
H 17.944 7.524 8.789
*
```

Calculated values
Expectation value of S²: 6.04
Frontier orbital gap (spin up / spin down) (Eh): 0.2213 / 0.2563
F_max (eV/A): 6.3
Relative energy (zero: lowest compared OMol25 entry of this formula, charge and spin) (kcal/mol): 47.1



6.
Formula: C18H22O2
Source: the OMol25 dataset
Level of theory: ωB97M-V/def2-TZVPD

Geometry as ORCA input:
```
! wB97M-V def2-TZVPD RIJCOSX def2/J DEFGRID3
* xyz 0 1
C -0.828 -2.832 2.984
O -0.475 -1.616 2.307
C -1.280 -1.016 1.395
O -0.950 -1.322 -0.024
C -1.245 -2.611 -0.399
C -0.210 -3.383 -0.878
C -0.435 -4.660 -1.389
C -1.745 -5.210 -1.378
C -2.009 -6.693 -1.725
C -2.593 -7.438 -0.492
C -0.730 -7.443 -2.134
C -3.025 -6.838 -2.884
C -2.810 -4.367 -0.949
C -2.541 -3.101 -0.435
C -0.878 0.454 1.330
C -1.768 1.398 0.860
C -1.473 2.749 0.981
C -0.260 3.164 1.523
C 0.654 2.223 1.970
C 0.388 0.859 1.804
H 0.059 -3.074 3.616
H -1.690 -2.689 3.664
H -1.005 -3.706 2.292
H -2.363 -1.179 1.507
H 0.795 -2.961 -0.862
H 0.401 -5.209 -1.844
H -3.534 -6.983 -0.178
H -2.794 -8.482 -0.761
H -1.872 -7.439 0.331
H -0.302 -7.019 -3.050
H 0.016 -7.445 -1.330
H -0.979 -8.497 -2.344
H -2.608 -6.395 -3.795
H -3.194 -7.911 -3.050
H -3.974 -6.361 -2.622
H -3.845 -4.734 -0.984
H -3.359 -2.496 -0.062
H -2.686 1.024 0.374
H -2.190 3.518 0.670
H -0.007 4.227 1.577
H 1.586 2.544 2.446
H 1.165 0.107 2.055
*
```

Calculated values
SMILES: CO[C@H](Oc1ccc(C(C)(C)C)cc1)c1ccccc1
Frontier orbital gap (Eh): 0.3402
F_max (eV/A): 2.8
Relative energy (zero: lowest compared OMol25 entry of this formula, charge and spin) (kcal/mol): 0.0



7.
Formula: CH5N3OS
Source: the OMol25 dataset
Level of theory: ωB97M-V/def2-TZVPD

Geometry as ORCA input:
```
! wB97M-V def2-TZVPD RIJCOSX def2/J DEFGRID3
* xyz 0 1
N -1.493 0.769 -0.048
N -0.557 0.322 0.861
C 0.599 -0.226 0.444
S 1.803 -0.692 1.492
N 0.581 -0.362 -0.910
O 1.636 -1.018 -1.565
H -1.681 1.748 0.090
H -2.334 0.217 0.086
H -0.728 0.244 1.850
H -0.103 0.096 -1.461
H 2.279 -1.098 -0.840
*
```

Calculated values
SMILES: NNC(=S)NO
Frontier orbital gap (Eh): 0.3369
F_max (eV/A): 2.7
Relative energy (zero: lowest compared OMol25 entry of this formula, charge and spin) (kcal/mol): 36.1



| no. | E_tot (Eh) |
| --- | --- |
| 1 | -7479.1634 |
| 2 | -1209.3277 |
| 3 | -307.1989 |
| 4 | -396.4656 |
| 5 | -4428.8801 |
| 6 | -849.5357 |
| 7 | -678.7184 |